(1)
{"formula": "C39H40GeN2OV", "method": "ωB97M-V/def2-TZVPD", "lumo_energy_ev": [-5.25, -5.67], "total_energy_ev": -128313.348, "orbital_gap_ev": [8.73, 8.39], "spin_multiplicity": 4, "charge": 2, "species": ["V", "C", "C", "C", "C", "C", "C", "C", "C", "C", "C", "C", "C", "H", "H", "H", "H", "H", "H", "H", "H", "H", "H", "H", "H", "H", "H", "H", "H", "H", "H", "O", "C", "C", "C", "C", "C", "C", "C", "N", "C", "C", "N", "H", "H", "H", "H", "H", "H", "H", "C", "C", "C", "C", "C", "C", "Ge", "C", "C", "C", "C", "C", "C", "C", "C", "C", "C", "C", "C", "H", "H", "H", "H", "H", "H", "H", "H", "H", "H", "H", "H", "H", "H", "H"], "xyz": [[0.100, 0.901, 1.135], [2.796, -0.749, 2.483], [1.525, -0.003, 2.800], [0.308, -0.685, 3.011], [0.241, -2.183, 3.127], [-0.882, 0.060, 3.222], [-2.145, -0.709, 3.505], [-0.868, 1.476, 3.248], [-2.149, 2.226, 3.516], [0.367, 2.150, 3.100], [0.483, 3.651, 3.173], [1.556, 1.411, 2.890], [2.862, 2.163, 2.790], [3.394, -0.887, 3.386], [3.400, -0.200, 1.762], [2.592, -1.726, 2.057], [-0.520, -2.610, 2.473], [-0.023, -2.446, 4.153], [1.180, -2.673, 2.897], [-2.304, -1.499, 2.771], [-3.032, -0.087, 3.533], [-2.055, -1.189, 4.481], [-2.376, 2.196, 4.583], [-2.993, 1.786, 2.989], [-2.092, 3.269, 3.227], [1.114, 4.032, 2.371], [0.950, 3.935, 4.118], [-0.471, 4.161, 3.119], [2.957, 2.690, 1.838], [3.717, 1.505, 2.897], [2.927, 2.907, 3.582], [0.842, 0.083, -0.491], [1.570, 0.859, -1.405], [2.725, 0.320, -1.943], [3.468, 1.018, -2.879], [3.062, 2.282, -3.287], [1.916, 2.831, -2.746], [1.154, 2.134, -1.809], [-0.077, 2.707, -1.274], [-0.656, 2.338, -0.138], [-1.769, 3.138, 0.027], [-1.861, 3.993, -1.023], [-0.787, 3.704, -1.832], [3.027, -0.669, -1.630], [4.365, 0.576, -3.290], [3.639, 2.839, -4.011], [1.609, 3.828, -3.037], [-2.437, 3.040, 0.864], [-2.585, 4.752, -1.256], [-0.582, 4.145, -2.714], [0.948, -1.109, -5.918], [1.485, -2.078, -5.082], [1.128, -2.110, -3.742], [0.227, -1.174, -3.239], [-0.318, -0.208, -4.083], [0.047, -0.177, -5.420], [-0.250, -1.248, -1.362], [-2.129, -0.769, -1.078], [-2.704, -0.204, 0.060], [-4.076, -0.045, 0.157], [-4.897, -0.467, -0.881], [-4.343, -1.048, -2.008], [-2.964, -1.199, -2.110], [0.276, -2.835, -0.370], [-0.726, -3.720, 0.031], [-0.398, -4.901, 0.685], [0.932, -5.203, 0.940], [1.936, -4.329, 0.544], [1.610, -3.150, -0.110], [1.223, -1.088, -6.964], [2.175, -2.812, -5.476], [1.542, -2.873, -3.091], [-1.034, 0.511, -3.699], [-0.378, 0.567, -6.082], [-2.094, 0.102, 0.908], [-4.516, 0.395, 1.043], [-5.969, -0.349, -0.804], [-4.982, -1.387, -2.813], [-2.545, -1.648, -3.002], [-1.767, -3.486, -0.162], [-1.178, -5.585, 0.990], [1.189, -6.126, 1.443], [2.972, -4.572, 0.738], [2.399, -2.469, -0.408]]}

=====

(2)
{"formula": "C2H3N3O2", "method": "ωB97M-V/def2-TZVPD", "lumo_energy_ev": 0.38, "smiles": "Nc1noc(=O)[nH]1", "total_energy_ev": -10687.403, "orbital_gap_ev": 9.71, "charge": 0, "species": ["N", "C", "N", "O", "C", "O", "N", "H", "H", "H"], "xyz": [[-1.816, 0.022, 0.018], [-0.471, -0.231, 0.080], [0.011, -1.318, 0.586], [1.406, -1.107, 0.638], [1.737, 0.104, 0.123], [2.845, 0.563, 0.075], [0.508, 0.665, -0.258], [-2.187, 0.578, -0.738], [-2.367, -0.797, 0.238], [0.370, 1.535, -0.749]]}

=====

(3)
{"formula": "C20H24N2O3", "method": "ωB97M-V/def2-TZVPD", "lumo_energy_ev": 0.61, "smiles": "O=C([C@@H]1CCCO1)N1CCN(Cc2c(O)ccc3ccccc23)CC1", "total_energy_ev": -30252.544, "orbital_gap_ev": 8.64, "charge": 0, "species": ["O", "C", "C", "C", "C", "C", "O", "N", "C", "C", "N", "C", "C", "C", "O", "C", "C", "C", "C", "C", "C", "C", "C", "C", "C", "H", "H", "H", "H", "H", "H", "H", "H", "H", "H", "H", "H", "H", "H", "H", "H", "H", "H", "H", "H", "H", "H", "H", "H"], "xyz": [[-3.737, 0.530, -0.031], [-3.206, -0.480, -0.457], [-3.553, -1.876, 0.106], [-4.520, -1.765, 1.298], [-3.768, -2.438, 2.449], [-2.320, -2.341, 1.974], [-2.384, -2.538, 0.577], [-2.316, -0.449, -1.466], [-1.533, -1.543, -1.985], [-0.066, -1.359, -1.587], [0.423, -0.091, -2.100], [1.865, 0.105, -1.966], [2.372, 0.279, -0.546], [2.683, -0.828, 0.223], [2.683, -2.108, -0.239], [3.042, -0.701, 1.581], [3.094, 0.523, 2.170], [2.836, 1.688, 1.419], [2.931, 2.961, 2.018], [2.717, 4.099, 1.295], [2.415, 3.999, -0.068], [2.305, 2.777, -0.673], [2.489, 1.573, 0.044], [-0.367, 1.005, -1.566], [-1.832, 0.824, -1.959], [-3.966, -2.482, -0.709], [-4.696, -0.708, 1.503], [-5.474, -2.244, 1.088], [-4.058, -3.486, 2.538], [-3.925, -1.943, 3.404], [-1.906, -1.347, 2.200], [-1.662, -3.109, 2.383], [-1.612, -1.527, -3.078], [-1.889, -2.496, -1.604], [0.007, -1.433, -0.490], [0.510, -2.171, -2.040], [2.119, 0.979, -2.568], [2.349, -0.750, -2.453], [2.459, -2.132, -1.176], [3.258, -1.608, 2.122], [3.348, 0.620, 3.215], [3.185, 3.014, 3.067], [2.791, 5.071, 1.759], [2.271, 4.899, -0.648], [2.090, 2.750, -1.729], [-0.296, 1.067, -0.467], [-0.001, 1.941, -1.989], [-1.927, 0.837, -3.049], [-2.445, 1.614, -1.524]]}

=====

(4)
{"formula": "C13H29BrN3O", "method": "ωB97M-V/def2-TZVPD", "lumo_energy_ev": -4.42, "total_energy_ev": -90499.519, "orbital_gap_ev": 8.60, "charge": 1, "species": ["C", "C", "C", "N", "C", "N", "C", "C", "C", "Br", "N", "O", "H", "H", "H", "H", "H", "H", "H", "H", "H", "H", "H", "H", "H", "H", "H", "C", "C", "C", "C", "C", "C", "H", "H", "H", "H", "H", "H", "H", "H", "H", "H", "H", "H", "H", "H"], "xyz": [[1.080, 1.338, 1.009], [0.706, -0.038, 0.187], [0.396, 0.483, -1.343], [1.652, -0.036, -2.018], [2.297, -1.160, -1.226], [3.255, -2.026, -1.746], [3.743, -1.905, -3.177], [5.365, -2.203, -3.344], [6.241, -1.919, -1.986], [7.965, -2.983, -2.220], [1.732, -1.189, 0.199], [2.860, -0.813, 0.874], [2.123, 1.797, 0.737], [0.231, 2.120, 0.784], [1.137, 1.027, 2.157], [-0.241, -0.559, 0.637], [-0.504, -0.183, -1.695], [0.112, 1.612, -1.522], [2.320, 0.690, -2.378], [3.599, -2.767, -1.064], [3.578, -0.820, -3.644], [3.090, -2.627, -3.869], [5.575, -3.294, -3.772], [5.780, -1.449, -4.171], [6.523, -0.788, -1.814], [5.767, -2.319, -0.994], [3.360, -0.134, 0.309], [-2.729, 2.956, 2.538], [-2.717, 1.439, 2.629], [-2.939, 0.748, 1.281], [-4.292, 1.027, 0.615], [-5.521, 0.662, 1.453], [-5.613, -0.823, 1.770], [-3.698, 3.332, 2.196], [-2.531, 3.393, 3.521], [-1.957, 3.310, 1.848], [-3.466, 1.107, 3.357], [-1.744, 1.121, 3.025], [-2.815, -0.332, 1.415], [-2.145, 1.057, 0.589], [-4.331, 0.475, -0.332], [-4.354, 2.088, 0.346], [-6.419, 0.954, 0.895], [-5.537, 1.238, 2.383], [-5.642, -1.417, 0.850], [-6.526, -1.031, 2.336], [-4.765, -1.160, 2.373]]}

=====

(5)
{"formula": "C5H8N2O", "method": "ωB97M-V/def2-TZVPD", "lumo_energy_ev": 0.91, "smiles": "[H]/N=C1/NOCC12CC2", "total_energy_ev": -10337.774, "orbital_gap_ev": 9.35, "charge": 0, "species": ["H", "N", "C", "N", "O", "C", "C", "C", "C", "H", "H", "H", "H", "H", "H", "H"], "xyz": [[0.160, -2.476, -1.044], [0.195, -2.364, 0.010], [0.164, -1.236, 0.534], [0.090, -0.916, 1.914], [0.225, 0.422, 2.202], [-0.178, 1.140, 0.987], [0.069, 0.151, -0.075], [-0.803, 0.327, -1.340], [0.573, 0.690, -1.457], [0.832, -1.412, 2.557], [-1.285, 1.303, 1.155], [0.665, 1.974, 1.236], [-1.609, 1.111, -1.336], [-1.110, -0.763, -1.595], [0.675, 1.808, -1.655], [1.338, 0.242, -2.093]]}

=====

(6)
{"formula": "C38H44CoN7", "method": "ωB97M-V/def2-TZVPD", "lumo_energy_ev": [-0.47, -1.64], "total_energy_ev": -88174.393, "orbital_gap_ev": [4.70, 5.95], "spin_multiplicity": 5, "charge": 0, "species": ["Co", "C", "C", "C", "C", "C", "C", "C", "C", "C", "C", "C", "C", "C", "C", "C", "C", "N", "C", "C", "C", "N", "C", "C", "C", "N", "C", "C", "C", "C", "C", "C", "C", "C", "C", "C", "C", "C", "N", "C", "C", "H", "H", "H", "H", "H", "H", "H", "H", "H", "H", "H", "H", "H", "H", "H", "H", "H", "H", "H", "H", "H", "H", "H", "H", "H", "H", "H", "H", "H", "H", "H", "H", "H", "H", "H", "H", "H", "H", "H", "H", "H", "H", "H", "H", "N", "C", "N", "C", "N"], "xyz": [[0.104, 0.392, 0.109], [4.572, 4.602, -0.484], [3.880, 4.367, 0.862], [2.536, 3.730, 0.707], [1.309, 4.340, 0.646], [0.983, 5.797, 0.730], [0.760, 6.428, -0.648], [0.339, 3.300, 0.438], [-1.048, 3.479, 0.304], [-1.966, 2.456, 0.209], [-3.401, 2.672, 0.063], [-4.053, 4.015, -0.001], [-4.244, 4.638, 1.385], [-3.983, 1.449, 0.044], [-2.935, 0.462, 0.180], [-3.213, -0.903, 0.285], [-2.301, -1.911, 0.442], [-0.931, -1.611, 0.449], [-0.200, -2.888, 0.341], [0.568, -2.219, -0.860], [1.765, -1.912, 0.099], [1.729, -0.486, 0.381], [2.990, 0.000, 0.322], [3.298, 1.335, 0.459], [2.318, 2.326, 0.538], [0.961, 2.091, 0.373], [3.921, -1.093, 0.033], [3.213, -2.223, -0.147], [3.722, -3.600, -0.428], [3.358, -4.124, -1.821], [5.398, -0.893, -0.091], [5.795, -0.383, -1.479], [-1.237, -3.947, 0.390], [-2.459, -3.349, 0.473], [-3.842, -3.926, 0.548], [-3.981, -5.421, 0.798], [-0.830, -5.384, 0.272], [-0.812, -5.852, -1.187], [-1.699, 1.113, 0.257], [-5.439, 1.139, -0.111], [-5.792, 0.719, -1.540], [5.555, 5.053, -0.348], [3.975, 5.265, -1.112], [4.698, 3.663, -1.027], [3.773, 5.319, 1.386], [4.512, 3.739, 1.495], [1.792, 6.321, 1.243], [0.090, 5.937, 1.345], [1.662, 6.352, -1.256], [0.495, 7.483, -0.560], [-0.041, 5.918, -1.185], [-1.422, 4.492, 0.293], [-5.022, 3.924, -0.497], [-3.454, 4.682, -0.627], [-4.894, 4.012, 1.999], [-4.693, 5.629, 1.312], [-3.290, 4.730, 1.906], [-4.256, -1.182, 0.216], [0.754, -2.666, -1.832], [4.337, 1.633, 0.468], [3.331, -4.285, 0.331], [4.806, -3.607, -0.314], [2.281, -4.257, -1.933], [3.826, -5.092, -1.999], [3.692, -3.434, -2.597], [5.917, -1.829, 0.121], [5.726, -0.182, 0.672], [5.532, -1.114, -2.245], [6.868, -0.200, -1.537], [5.275, 0.546, -1.715], [-4.362, -3.658, -0.379], [-4.369, -3.385, 1.341], [-3.537, -6.013, -0.001], [-5.037, -5.685, 0.853], [-3.517, -5.710, 1.741], [-1.477, -6.024, 0.866], [0.171, -5.499, 0.696], [-1.805, -5.777, -1.633], [-0.479, -6.888, -1.259], [-0.138, -5.238, -1.788], [-6.024, 2.017, 0.168], [-5.729, 0.351, 0.589], [-5.555, 1.519, -2.243], [-6.853, 0.487, -1.632], [-5.220, -0.160, -1.841], [-0.415, -1.110, -0.846], [1.069, -2.778, 1.157], [1.517, -3.250, 2.245], [0.704, -4.044, 2.971], [0.080, -4.735, 3.649]]}

=====

(7)
{"formula": "C4H6N3S", "method": "ωB97M-V/def2-TZVPD", "lumo_energy_ev": -4.57, "total_energy_ev": -19541.263, "orbital_gap_ev": 8.59, "charge": 1, "species": ["C", "C", "C", "C", "N", "N", "N", "S", "H", "H", "H", "H", "H", "H"], "xyz": [[3.808, 1.020, -0.217], [2.455, 1.158, -0.426], [-1.501, -0.511, -0.113], [-3.981, -0.774, 0.353], [4.180, -0.182, 0.187], [-2.645, -0.557, 0.052], [1.776, 0.036, -0.214], [2.914, -1.117, 0.311], [4.501, 1.835, -0.478], [1.783, 1.902, -0.807], [-0.417, -0.222, -0.107], [-4.470, -1.670, -0.042], [-4.653, 0.057, 0.060], [-3.751, -0.975, 1.440]]}

=====

(8)
{"formula": "C2H2CuFLiO2", "method": "ωB97M-V/def2-TZVPD", "lumo_energy_ev": [-0.71, -1.07], "total_energy_ev": -53758.494, "orbital_gap_ev": [5.67, 7.41], "spin_multiplicity": 2, "charge": 0, "species": ["F", "O", "O", "C", "C", "H", "H", "Li", "Cu"], "xyz": [[1.724, 0.004, -1.240], [0.165, 1.207, -0.362], [-1.213, 1.015, -0.060], [0.861, 0.092, -0.232], [0.959, -0.699, 0.840], [0.496, -0.343, 1.757], [1.652, -1.536, 0.821], [-2.156, 1.262, -1.636], [-2.488, -1.002, 0.112]]}

=====

What is the formula in the fifth record?
C5H8N2O

=====

Copy entry 7 word for word.
{"formula": "C4H6N3S", "method": "ωB97M-V/def2-TZVPD", "lumo_energy_ev": -4.57, "total_energy_ev": -19541.263, "orbital_gap_ev": 8.59, "charge": 1, "species": ["C", "C", "C", "C", "N", "N", "N", "S", "H", "H", "H", "H", "H", "H"], "xyz": [[3.808, 1.020, -0.217], [2.455, 1.158, -0.426], [-1.501, -0.511, -0.113], [-3.981, -0.774, 0.353], [4.180, -0.182, 0.187], [-2.645, -0.557, 0.052], [1.776, 0.036, -0.214], [2.914, -1.117, 0.311], [4.501, 1.835, -0.478], [1.783, 1.902, -0.807], [-0.417, -0.222, -0.107], [-4.470, -1.670, -0.042], [-4.653, 0.057, 0.060], [-3.751, -0.975, 1.440]]}